(1)
Formula: C25H48AsInN3O6P2S
Source: the OMol25 dataset
Level of theory: ωB97M-V with the def2-TZVPD basis set

Last column: Mulliken charge in e.
CARTESIAN COORDINATES (ANGSTROEM)
1 In 0.620 -0.968 -1.072  2.44
2 C 1.651 5.404 0.091  -1.53
3 C 0.676 4.549 0.859  0.59
4 C -0.744 5.061 0.826  -1.09
5 O 0.682 3.201 0.211  -0.14
6 P 1.010 1.875 0.934  -0.23
7 O 1.275 0.823 -0.118  -0.76
8 C -0.370 1.342 1.970  -0.61
9 P -1.692 0.645 0.979  -0.89
10 O -1.171 -0.479 0.105  -0.41
11 O -2.810 0.030 1.858  -0.42
12 C -3.609 0.809 2.861  0.80
13 C -5.045 0.390 2.670  -1.51
14 C -3.062 0.502 4.233  -1.40
15 O -2.196 1.897 0.216  0.41
16 C -3.214 1.913 -0.863  0.74
17 C -2.477 2.224 -2.144  -1.03
18 C -4.246 2.947 -0.488  -1.43
19 O 2.144 2.048 1.969  -0.14
20 C 3.583 2.280 1.613  0.69
21 C 4.307 0.973 1.821  -1.27
22 C 4.069 3.400 2.497  -1.47
23 H 1.696 6.396 0.542  0.43
24 H 1.328 5.513 -0.945  0.36
25 H 2.654 4.980 0.105  0.35
26 H 1.014 4.407 1.888  0.40
27 H -1.058 5.247 -0.202  0.29
28 H -0.800 6.001 1.374  0.48
29 H -1.438 4.357 1.286  0.13
30 H -0.742 2.172 2.575  0.54
31 H 0.010 0.572 2.647  0.65
32 H -3.481 1.864 2.606  0.28
33 H -5.156 -0.679 2.852  0.35
34 H -5.398 0.618 1.665  0.33
35 H -5.674 0.925 3.381  0.44
36 H -3.124 -0.568 4.435  0.33
37 H -3.659 1.021 4.982  0.45
38 H -2.028 0.829 4.351  0.28
39 H -3.665 0.917 -0.891  0.30
40 H -1.988 3.195 -2.066  0.22
41 H -3.176 2.257 -2.979  0.50
42 H -1.714 1.471 -2.354  0.05
43 H -3.786 3.933 -0.414  0.26
44 H -4.725 2.706 0.460  0.33
45 H -5.018 2.987 -1.257  0.44
46 H 3.600 2.575 0.561  0.37
47 H 4.237 0.664 2.864  0.33
48 H 5.361 1.101 1.574  0.46
49 H 3.897 0.189 1.184  0.11
50 H 3.969 3.126 3.548  0.35
51 H 3.520 4.324 2.317  0.33
52 H 5.123 3.589 2.293  0.43
53 C 4.279 -2.591 -4.148  -0.80
54 N 3.509 -3.365 -3.164  0.17
55 C 3.339 -4.737 -3.191  -0.63
56 C 2.636 -5.076 -2.096  -0.47
57 N 2.374 -3.898 -1.397  0.69
58 C 2.931 -2.856 -2.072  -0.06
59 S 3.027 -1.205 -1.580  -0.45
60 C 1.800 -3.891 -0.089  0.12
61 C 2.112 -4.923 0.775  -0.82
62 C 1.531 -4.936 2.033  -0.69
63 C 0.666 -3.914 2.385  -1.09
64 C 0.408 -2.923 1.460  -0.41
65 N 0.957 -2.905 0.234  0.33
66 H 4.362 -3.181 -5.056  0.34
67 H 5.271 -2.381 -3.754  0.35
68 H 3.761 -1.659 -4.355  0.35
69 H 3.728 -5.344 -3.990  0.51
70 H 2.271 -6.034 -1.769  0.56
71 H 2.822 -5.685 0.486  0.68
72 H 1.763 -5.733 2.727  0.47
73 H 0.198 -3.881 3.358  0.53
74 H -0.278 -2.115 1.674  0.68
75 C -2.169 -3.363 -1.334  -0.99
76 As -1.177 -2.225 -2.533  0.52
77 C -2.487 -1.123 -3.418  -1.04
78 C -0.472 -3.365 -3.922  -1.10
79 H -3.049 -3.727 -1.863  0.51
80 H -2.472 -2.785 -0.463  0.19
81 H -1.556 -4.208 -1.031  0.35
82 H -3.068 -1.760 -4.084  0.52
83 H -2.000 -0.341 -3.997  0.40
84 H -3.143 -0.680 -2.673  0.20
85 H -1.301 -3.751 -4.513  0.48
86 H 0.071 -4.200 -3.481  0.29
87 H 0.192 -2.792 -4.567  0.42

Values from the calculation:
orbital gap: 8.667 eV
E_LUMO: -8.314 eV
2S+1: 1
highest occupied orbital energy: -16.9817 eV
charge: +3

=====

(2)
Formula: C25H48Cl3CuN4O4Si
Source: the OMol25 dataset
Level of theory: ωB97M-V with the def2-TZVPD basis set

Last column: Löwdin spin population.
CARTESIAN COORDINATES (ANGSTROEM)
1 C 0.102 4.738 2.235  0.00
2 C 0.538 5.605 1.093  0.00
3 H 0.718 4.921 3.120  0.00
4 H 0.175 3.675 1.967  0.00
5 H -0.943 4.943 2.511  0.00
6 C 1.269 6.717 1.223  0.00
7 C 1.652 7.328 2.529  0.00
8 H 1.622 7.258 0.340  0.00
9 H 1.969 6.583 3.272  0.00
10 H 0.836 7.918 2.974  0.00
11 H 2.486 8.019 2.365  0.00
12 Cu -0.710 -2.609 0.937  0.72
13 Cl -2.817 -3.276 0.895  0.09
14 Cl -0.406 -0.366 1.749  0.01
15 C -1.643 -1.639 -1.480  0.00
16 O -0.644 -2.270 -1.030  0.04
17 N -1.635 -1.118 -2.696  0.00
18 C -0.456 -1.254 -3.540  0.00
19 C -2.734 -0.294 -3.188  0.00
20 H -2.553 -1.506 -0.880  0.00
21 H 0.183 -2.065 -3.177  0.00
22 H 0.114 -0.313 -3.549  0.00
23 H -0.795 -1.459 -4.558  0.00
24 H -3.552 -0.397 -2.466  0.00
25 H -3.046 -0.649 -4.178  0.00
26 H -2.434 0.764 -3.265  0.00
27 H 2.114 -1.569 4.277  0.00
28 H 2.067 -0.224 1.926  0.00
29 C 2.754 -2.306 3.771  0.00
30 C 2.908 -0.913 1.738  0.00
31 N 2.631 -2.203 2.329  0.00
32 H 2.449 -3.312 4.067  0.00
33 C 1.932 -3.119 1.644  0.00
34 O 1.370 -2.916 0.541  0.01
35 H 3.040 -1.018 0.656  0.00
36 H 1.886 -4.106 2.128  0.00
37 H 3.795 -2.123 4.065  0.00
38 H 3.818 -0.522 2.206  0.00
39 O 1.047 4.043 -0.627  0.00
40 C 0.128 5.089 -0.281  0.00
41 C 1.086 6.590 -2.141  0.00
42 C 0.010 6.183 -1.348  0.00
43 H 2.044 6.070 -2.044  0.00
44 C 0.917 7.655 -3.036  0.00
45 H -0.872 4.638 -0.157  0.00
46 C -1.221 6.848 -1.446  0.00
47 H 1.754 7.946 -3.672  0.00
48 C -0.299 8.340 -3.110  0.00
49 C -1.372 7.932 -2.309  0.00
50 H -2.036 6.499 -0.808  0.00
51 H -0.416 9.185 -3.794  0.00
52 H -2.326 8.458 -2.359  0.00
53 Si 1.016 2.685 -1.606  0.00
54 Cl -0.398 -3.450 2.997  0.11
55 C 2.716 2.569 -2.383  0.00
56 C -0.294 2.939 -2.924  0.00
57 C 0.663 1.292 -0.452  0.00
58 H 3.025 3.525 -2.831  0.00
59 H 2.738 1.807 -3.174  0.00
60 H 3.473 2.299 -1.633  0.00
61 H 1.377 1.302 0.374  0.00
62 H 0.713 0.313 -0.930  0.00
63 H -0.329 1.393 -0.008  0.00
64 H -0.147 3.892 -3.452  0.00
65 H -1.299 2.958 -2.483  0.00
66 H -0.259 2.133 -3.670  0.00
67 C -2.834 -6.323 -0.634  0.00
68 N -2.303 -7.042 0.494  0.00
69 C -3.028 -8.239 0.841  0.00
70 C -1.021 -6.706 0.916  0.00
71 O -0.338 -5.891 0.269  0.00
72 N -0.502 -7.274 2.066  0.00
73 C -1.140 -8.206 2.961  0.00
74 C 0.804 -6.825 2.479  0.00
75 H -2.811 -6.949 -1.538  0.00
76 H -2.263 -5.408 -0.786  0.00
77 H -3.880 -6.053 -0.441  0.00
78 H -2.400 -9.139 0.785  0.00
79 H -3.477 -8.171 1.840  0.00
80 H -3.843 -8.347 0.116  0.00
81 H -1.258 -9.199 2.503  0.00
82 H -0.486 -8.320 3.833  0.00
83 H -2.118 -7.844 3.306  0.00
84 H 1.180 -6.153 1.713  0.00
85 H 0.742 -6.284 3.432  0.00
86 H 1.480 -7.681 2.602  0.00

Values from the calculation:
⟨S²⟩: 0.75
orbital gap (alpha / beta): 7.003 / 6.963 eV
E_LUMO (alpha / beta): 2.329 / 2.329 eV
2S+1: 2
highest occupied orbital energy (alpha / beta): -4.6739 / -4.6336 eV
charge: -1

=====

The calculation returns the following energy above the lowest of the compared OMol25 structures with the same formula, charge and spin values, one per record and in order: 0.199, 0.000 eV.